1.
An isolated molecule of C25H25FN4O4. Source: OMol25; level of theory: ωB97M-V with the def2-TZVPD basis set.

Last column: Mulliken charge in e.
Element x y z (Å)
O: -0.87 4.06 0.06  -0.68
C: 0.04 3.77 0.81  0.28
N: -0.08 2.84 1.80  -0.13
H: 0.76 2.53 2.27  0.36
C: -1.21 1.94 1.86  -0.87
H: -1.55 1.86 2.90  0.24
H: -2.00 2.36 1.24  0.47
C: -0.76 0.56 1.40  0.49
O: 0.22 0.03 1.91  -0.65
N: -1.46 -0.06 0.43  0.59
C: -2.59 0.48 -0.23  -1.42
C: -2.48 1.56 -1.10  0.74
C: -3.60 2.03 -1.77  -1.14
C: -4.83 1.43 -1.59  -0.58
C: -4.96 0.35 -0.73  -0.66
C: -3.84 -0.11 -0.06  0.66
F: -3.96 -1.16 0.78  -0.37
H: -5.91 -0.14 -0.58  0.49
H: -5.70 1.79 -2.12  0.42
H: -3.50 2.88 -2.43  0.45
H: -1.52 2.03 -1.24  0.70
C: -0.96 -1.37 0.03  0.91
C: -1.70 -1.95 -1.13  -0.35
C: -2.46 -3.11 -1.00  -0.13
C: -3.15 -3.59 -2.09  -0.57
C: -3.07 -2.89 -3.29  -0.42
N: -2.34 -1.79 -3.43  -0.70
C: -1.67 -1.34 -2.39  -0.22
H: -1.08 -0.45 -2.55  0.57
H: -3.60 -3.21 -4.17  0.40
H: -3.75 -4.49 -2.02  0.41
H: -2.51 -3.62 -0.05  0.45
H: -1.04 -2.05 0.90  1.13
C: 0.53 -1.17 -0.35  -0.82
O: 0.86 -0.28 -1.10  -0.72
N: 1.36 -2.11 0.14  -0.10
H: 1.03 -2.69 0.90  0.40
C: 2.80 -1.97 0.04  -0.14
H: 2.97 -1.32 -0.82  0.55
C: 3.46 -3.35 -0.13  -0.85
C: 4.44 -3.50 1.04  -0.61
H: 4.54 -4.53 1.37  0.37
C: 3.86 -2.59 2.13  -0.61
H: 4.59 -2.34 2.89  0.39
H: 3.01 -3.08 2.61  0.27
C: 3.39 -1.38 1.33  -0.68
H: 4.24 -0.74 1.09  0.27
H: 2.64 -0.78 1.86  0.25
H: 5.42 -3.14 0.75  0.29
H: 3.97 -3.44 -1.09  0.31
H: 2.69 -4.13 -0.09  0.30
C: 1.35 4.43 0.77  0.49
C: 1.79 5.44 -0.04  -0.48
C: 3.13 5.68 0.32  -0.42
C: 3.41 4.81 1.33  -0.44
O: 2.34 4.05 1.61  -0.32
H: 4.29 4.64 1.91  0.46
H: 3.80 6.41 -0.10  0.45
H: 1.22 5.93 -0.80  0.53

Properties
Total charge: 0
Strongest force on any atom in Eh/bohr: 0.026
Orbital gap in eV: 9.7
Multiplicity: 1
SMILES string: O=C(NCC(=O)N(c1ccccc1F)[C@H](C(=O)NC1CCCC1)c1cccnc1)c1ccco1



2.
A structure of composition C25H25FN4PSTc. Source: OMol25; level of theory: ωB97M-V with the def2-TZVPD basis set.

Last column: Mulliken charge in e.
Element x y z (Å)
Tc: -0.03 0.01 -0.08  -0.47
N: -0.58 -0.30 2.97  -0.09
P: -0.93 0.90 1.84  1.82
C: -1.16 2.44 2.70  0.90
C: -2.30 2.60 3.51  -0.33
C: -2.47 3.78 4.22  -0.80
C: -1.52 4.79 4.12  -0.52
C: -0.40 4.64 3.32  -0.83
C: -0.21 3.46 2.61  -0.32
C: -2.42 0.45 0.93  0.39
C: -3.14 1.48 0.30  -0.73
C: -4.39 1.23 -0.22  -0.76
C: -4.92 -0.06 -0.15  -0.55
C: -4.19 -1.10 0.42  -0.74
C: -2.94 -0.85 0.96  -0.34
C: 0.16 -1.39 2.59  0.37
C: 0.54 -2.34 3.54  -1.06
C: 1.32 -3.40 3.16  -0.35
C: 1.70 -3.51 1.81  -1.29
C: 1.27 -2.57 0.93  -0.22
N: 0.49 -1.50 1.28  0.66
H: -0.76 -0.17 3.95  0.31
H: -3.05 1.82 3.57  0.47
H: -3.34 3.91 4.84  0.45
H: -1.66 5.71 4.68  0.43
H: 0.33 5.43 3.25  0.45
H: 0.67 3.34 2.00  0.19
H: -2.74 2.49 0.30  0.59
H: -4.97 2.03 -0.65  0.56
H: -5.92 -0.25 -0.53  0.52
H: -4.61 -2.10 0.48  0.51
H: -2.42 -1.65 1.49  0.49
H: 0.23 -2.21 4.56  0.48
H: 1.63 -4.15 3.88  0.48
H: 2.31 -4.33 1.47  0.47
H: 1.52 -2.65 -0.12  0.52
F: -3.69 1.83 -3.74  -0.29
C: -2.74 1.08 -3.25  0.38
C: -3.07 -0.20 -2.79  -0.74
C: -2.08 -0.97 -2.24  -0.35
C: -0.73 -0.51 -2.21  -0.29
C: 0.34 -1.38 -1.84  -0.53
C: -0.44 0.80 -2.71  0.10
C: -1.44 1.60 -3.20  -0.93
H: -4.09 -0.55 -2.90  0.62
H: -2.30 -1.96 -1.88  0.52
H: 1.32 -1.21 -2.27  0.53
H: 0.09 -2.43 -1.68  0.59
H: 0.59 1.14 -2.75  0.48
H: -1.25 2.59 -3.61  0.56
N: 3.47 -0.02 -1.18  -0.30
C: 3.09 1.22 -0.92  0.89
N: 3.81 2.26 -1.29  -0.38
S: 1.64 1.56 0.03  -0.32
H: 4.35 -0.22 -1.65  0.24
H: 2.98 -0.79 -0.77  0.12
H: 4.71 2.16 -1.76  0.23
H: 3.51 3.20 -1.08  0.23

Properties
Total charge: +3
Strongest force on any atom in Eh/bohr: 0.024
Orbital gap (alpha / beta) in eV: 6.0 / 6.4
Multiplicity: 2



3.
A structure of composition C25H25GaN7OS. Source: OMol25; level of theory: ωB97M-V with the def2-TZVPD basis set.

Last column: Mulliken charge in e.
Element x y z (Å)
Ga: 0.49 -2.19 0.15  -0.56
C: 1.17 0.05 2.21  -0.66
N: 1.03 -1.37 1.83  0.34
C: 1.44 -2.31 2.65  0.64
C: 1.40 -3.65 2.22  -0.15
C: 1.75 -4.87 2.80  -1.03
C: 1.53 -5.84 1.83  -0.62
C: 1.06 -5.19 0.69  -0.24
N: 0.98 -3.86 0.92  0.25
C: 2.61 0.45 2.42  0.41
C: 3.54 0.26 1.40  0.69
C: 4.86 0.62 1.57  -0.59
C: 5.27 1.19 2.78  -0.51
C: 4.35 1.38 3.80  -0.66
C: 3.02 1.01 3.62  -0.39
H: 0.59 0.24 3.12  0.45
H: 0.73 0.64 1.41  -0.08
H: 1.81 -2.05 3.64  0.47
H: 2.12 -5.01 3.81  0.48
H: 1.70 -6.90 1.92  0.45
H: 0.79 -5.61 -0.27  0.48
H: 3.22 -0.18 0.46  -0.42
H: 5.57 0.47 0.77  0.40
H: 6.30 1.47 2.92  0.41
H: 4.66 1.81 4.74  0.40
H: 2.30 1.16 4.42  0.39
C: -2.97 3.07 0.25  -1.14
C: -1.99 2.16 0.98  -0.68
C: -2.23 0.68 0.72  -0.44
N: -1.98 0.39 -0.70  0.19
C: -1.84 -0.79 -1.25  0.15
S: -1.76 -2.26 -0.30  -0.33
N: -1.73 -0.93 -2.59  0.05
C: -1.80 0.06 -3.64  0.06
O: -1.06 -0.08 -4.57  -0.50
C: -2.83 1.12 -3.53  -0.17
C: -2.54 2.37 -4.08  -0.31
C: -3.49 3.37 -4.06  -0.68
C: -4.74 3.12 -3.50  -0.41
C: -5.04 1.88 -2.96  -0.72
C: -4.08 0.88 -2.97  0.38
H: -2.77 4.12 0.50  0.42
H: -4.00 2.85 0.54  0.30
H: -2.90 2.99 -0.84  0.23
H: -2.07 2.31 2.05  0.49
H: -0.96 2.40 0.70  0.30
H: -3.26 0.41 0.96  0.28
H: -1.58 0.05 1.33  0.28
H: -2.05 1.18 -1.33  0.21
H: -1.34 -1.81 -2.90  0.33
H: -1.57 2.53 -4.54  0.48
H: -3.27 4.34 -4.48  0.43
H: -5.49 3.90 -3.49  0.42
H: -6.02 1.68 -2.55  0.44
H: -4.32 -0.10 -2.56  0.46
N: 1.30 -1.40 -1.31  -0.16
C: 2.37 -1.09 -1.73  0.91
N: 3.42 -0.77 -2.26  -0.60
C: 4.63 -0.36 -1.97  0.51
N: 5.70 0.02 -1.74  -0.47

Properties
Total charge: +1
Strongest force on any atom in Eh/bohr: 0.011
Orbital gap in eV: 7.9
Multiplicity: 1



4.
A structure of composition C25H25IrN7O2. Source: OMol25; level of theory: ωB97M-V with the def2-TZVPD basis set.

Last column: Mulliken charge in e.
Element x y z (Å)
Ir: 0.90 -0.71 -0.78  2.09
O: 0.79 1.34 -0.95  -0.74
C: 1.71 2.21 -0.97  0.44
C: 1.31 3.58 -1.04  -0.46
C: 2.25 4.57 -1.10  -0.61
C: 3.62 4.25 -1.10  -0.64
C: 4.04 2.92 -1.02  -0.69
C: 3.13 1.89 -0.94  0.78
C: 3.63 0.53 -0.82  -0.11
N: 2.91 -0.51 -0.70  -0.27
C: 3.51 -1.83 -0.44  -0.69
C: 2.73 -2.87 -1.23  -0.74
N: 1.29 -2.64 -0.97  -0.15
C: 0.46 -3.63 -0.86  0.05
C: -0.95 -3.51 -0.79  0.53
C: -1.71 -4.71 -0.65  -0.75
C: -3.07 -4.68 -0.69  -0.79
C: -3.73 -3.45 -0.90  -0.49
C: -3.03 -2.28 -1.04  -0.45
C: -1.62 -2.27 -0.99  0.55
O: -1.03 -1.11 -1.12  -0.85
H: 0.25 3.79 -1.05  0.51
H: 1.95 5.61 -1.16  0.46
H: 4.36 5.04 -1.16  0.44
H: 5.10 2.70 -1.01  0.45
H: 4.72 0.41 -0.80  0.37
H: 3.39 -2.03 0.63  0.19
H: 4.58 -1.84 -0.68  0.59
H: 3.02 -3.89 -0.97  0.50
H: 2.91 -2.72 -2.30  0.27
H: 0.88 -4.64 -0.88  0.40
H: -1.18 -5.64 -0.52  0.41
H: -3.64 -5.59 -0.59  0.43
H: -4.81 -3.43 -0.94  0.43
H: -3.53 -1.33 -1.19  0.53
N: 0.29 -0.34 5.31  -0.43
C: 0.46 -0.44 3.99  1.08
C: 1.36 0.39 3.29  -0.86
C: 1.50 0.26 1.93  -0.28
N: 0.80 -0.65 1.21  -0.17
C: -0.07 -1.44 1.87  -0.46
C: -0.26 -1.37 3.22  -0.84
H: 0.81 0.33 5.85  0.21
H: -0.35 -0.93 5.80  0.21
H: 1.95 1.13 3.80  0.40
H: 2.17 0.91 1.39  0.34
H: -0.62 -2.16 1.27  0.40
H: -0.98 -2.04 3.68  0.43
N: -4.21 3.77 -2.64  -0.40
C: -3.77 3.12 -1.54  0.59
C: -2.60 2.33 -1.56  -0.51
N: -2.18 1.68 -0.49  0.14
C: -2.91 1.81 0.63  -0.39
C: -4.04 2.60 0.65  -0.37
N: -4.48 3.26 -0.42  -0.59
H: -3.74 3.70 -3.52  0.18
H: -5.05 4.32 -2.57  0.25
H: -2.02 2.22 -2.47  0.31
H: -2.58 1.28 1.51  0.41
H: -4.63 2.71 1.56  0.38

Properties
Total charge: +2
Strongest force on any atom in Eh/bohr: 0.013
Orbital gap (alpha / beta) in eV: 5.7 / 3.6
Multiplicity: 2